No. 1
{"formula": "C5H35N2O10", "method": "ωB97M-V/def2-TZVPD", "species": ["C", "N", "C", "C", "C", "N", "C", "H", "H", "H", "H", "H", "H", "H", "H", "H", "H", "H", "H", "H", "H", "H", "H", "H", "O", "H", "H", "O", "H", "H", "O", "H", "H", "O", "H", "H", "O", "H", "H", "O", "H", "H", "O", "H", "H", "O", "H", "H", "O", "H", "H", "O"], "positions_angstrom": [[0.614, -2.549, 0.822], [2.114, -2.317, 0.346], [2.558, -2.785, -1.052], [2.036, -2.085, -2.302], [-0.292, -1.401, 0.427], [-0.108, -0.065, 1.219], [-1.065, -0.169, 2.610], [0.466, -3.503, 0.210], [0.771, -2.722, 1.845], [2.412, -1.328, 0.563], [3.660, -2.679, -1.007], [2.483, -3.864, -1.078], [1.023, -2.318, -2.424], [2.417, -2.664, -3.119], [2.334, -1.087, -2.358], [-1.284, -1.676, 0.416], [-0.053, -1.100, -0.634], [-0.499, 0.669, 0.703], [0.802, 0.121, 1.615], [-0.517, -0.428, 3.482], [-1.780, -0.922, 2.343], [-1.294, 0.808, 2.584], [-3.502, 2.916, 2.312], [-3.668, 1.731, 1.429], [-3.566, 2.712, 1.374], [-2.198, 0.453, -1.469], [-2.354, -1.150, -1.807], [-2.705, -0.444, -1.308], [2.589, 4.316, -1.870], [2.130, 5.388, -0.841], [2.090, 4.415, -1.016], [-0.718, 2.987, -0.293], [0.704, 3.534, -0.643], [0.159, 2.691, -0.524], [2.448, -1.371, 3.379], [2.118, -2.286, 4.368], [2.227, -1.369, 4.331], [2.937, 1.444, 0.963], [2.908, 1.271, 2.395], [3.030, 0.726, 1.617], [0.513, 0.825, -1.338], [-0.227, 0.843, -2.588], [-0.217, 0.467, -1.733], [-1.473, -1.955, -4.237], [-0.527, -0.685, -4.191], [-0.960, -1.432, -3.549], [-3.422, -0.180, 0.317], [-4.318, -0.189, 1.639], [-3.487, 0.126, 1.294], [-2.897, 2.584, -0.426], [-2.121, 3.271, -1.627], [-2.291, 2.425, -1.172]], "s2": 0.75, "lumo_energy_ev": [0.21, 0.07], "relative_energy_ev": 3.354, "energy_ev": -29202.1669, "spin_multiplicity": 2}

=====

No. 2
{"formula": "C5H35N2O10S", "method": "ωB97M-V/def2-TZVPD", "species": ["C", "N", "C", "C", "C", "S", "C", "N", "H", "H", "H", "H", "H", "H", "H", "H", "H", "H", "H", "H", "H", "H", "H", "H", "H", "O", "H", "H", "O", "H", "H", "O", "H", "H", "O", "H", "H", "O", "H", "H", "O", "H", "H", "O", "H", "H", "O", "H", "H", "O", "H", "H", "O"], "positions_angstrom": [[1.424, 0.102, 0.680], [0.041, 0.365, 0.685], [-0.746, -0.719, 0.189], [-1.072, -1.778, 1.255], [-1.597, -3.144, 0.615], [-2.618, -3.000, -0.905], [1.916, -0.338, -0.782], [1.601, 0.744, -1.696], [2.192, 0.856, 1.044], [1.579, -0.752, 1.302], [-0.140, 1.232, 0.349], [-0.296, -1.237, -0.665], [-1.514, 0.034, -0.537], [-0.262, -2.075, 1.946], [-1.779, -1.318, 1.926], [-1.010, -3.933, 0.408], [-2.304, -3.516, 1.398], [-1.775, -2.646, -1.984], [1.597, -1.343, -1.061], [2.962, -0.594, -0.787], [1.755, 0.435, -2.758], [0.579, 0.965, -1.758], [2.116, 1.646, -1.448], [0.980, -5.155, -1.072], [2.134, -4.652, -0.098], [1.322, -4.444, -0.462], [-0.395, 2.849, -0.636], [0.553, 3.793, -1.522], [0.239, 2.945, -1.094], [-2.885, 1.118, -2.110], [-3.725, 2.372, -1.856], [-2.904, 1.887, -1.751], [0.302, -1.569, -3.366], [-0.984, -1.384, -2.538], [-0.023, -1.614, -2.525], [-0.544, 4.575, 2.140], [-0.321, 3.198, 1.956], [-0.419, 3.937, 1.570], [-0.386, 2.639, 4.003], [1.092, 3.193, 3.926], [0.366, 2.640, 3.490], [2.864, -3.085, -2.720], [2.114, -3.321, -1.607], [2.238, -2.641, -2.236], [-0.671, 2.497, -2.908], [0.487, 2.932, -3.881], [0.215, 2.137, -3.366], [-2.293, 2.213, 1.591], [-2.078, 1.936, 3.162], [-2.638, 1.834, 2.447], [1.338, 0.051, 4.113], [0.622, -0.899, 5.144], [0.753, 0.030, 4.791]], "charge": 1, "lumo_energy_ev": -2.70, "relative_energy_ev": 10.233, "energy_ev": -40029.9977}

=====

No. 3
{"formula": "C5H35N2O11", "method": "ωB97M-V/def2-TZVPD", "species": ["N", "C", "C", "N", "C", "C", "C", "O", "H", "H", "H", "H", "H", "H", "H", "H", "H", "H", "H", "H", "H", "H", "H", "H", "H", "O", "H", "H", "O", "H", "H", "O", "H", "H", "O", "H", "H", "O", "H", "H", "O", "H", "H", "O", "H", "H", "O", "H", "H", "O", "H", "H", "O"], "positions_angstrom": [[0.032, 2.622, -0.270], [0.988, 1.510, -0.467], [0.360, 0.215, -1.034], [0.978, -0.838, -0.160], [-0.065, -1.575, 0.647], [2.026, -1.630, -0.848], [1.581, -2.542, -1.998], [1.743, -1.799, -3.163], [-0.768, 2.482, 0.301], [-0.266, 2.987, -1.272], [0.487, 3.360, 0.234], [1.501, 1.258, 0.429], [1.769, 1.813, -1.170], [-0.700, 0.381, -1.078], [0.414, 0.085, -2.255], [-1.039, -1.173, 0.918], [-0.528, -2.521, 0.156], [0.180, -1.994, 1.635], [2.750, -2.141, -0.019], [2.725, -0.998, -1.222], [2.072, -3.524, -2.062], [0.576, -2.814, -1.880], [2.668, -2.006, -3.445], [-1.477, 0.262, -3.442], [-0.732, 0.980, -4.591], [-1.032, 0.996, -3.658], [-1.102, 4.017, -3.086], [-0.462, 2.761, -3.390], [-0.462, 3.514, -2.746], [3.841, -0.901, 3.188], [3.369, -0.259, 1.798], [3.119, -0.720, 2.563], [-3.679, 0.308, 0.061], [-3.037, -0.426, -1.274], [-2.852, 0.014, -0.434], [-2.992, 0.859, 3.382], [-2.768, 1.176, 1.908], [-3.171, 0.623, 2.552], [-2.755, -2.156, 1.148], [-2.724, -3.618, 1.399], [-2.557, -2.961, 0.790], [-2.440, -3.252, -0.937], [-2.491, -4.042, -2.213], [-2.353, -3.179, -1.926], [0.670, -0.070, 2.514], [1.179, -0.348, 3.897], [0.832, 0.326, 3.338], [-0.309, 1.516, 3.276], [-0.567, 3.084, 3.516], [-0.779, 2.421, 2.919], [2.174, 2.438, 2.971], [3.470, 2.716, 2.206], [2.604, 2.761, 2.291]], "charge": 1, "lumo_energy_ev": -2.29, "relative_energy_ev": 6.983, "energy_ev": -31245.9480}

=====

No. 4
{"formula": "C5H35N2O12", "method": "ωB97M-V/def2-TZVPD", "species": ["C", "C", "C", "C", "C", "N", "O", "N", "H", "H", "H", "H", "H", "H", "H", "H", "H", "H", "H", "H", "H", "H", "H", "O", "H", "H", "O", "H", "H", "O", "H", "H", "O", "H", "H", "O", "H", "H", "O", "H", "H", "O", "H", "H", "O", "H", "H", "O", "H", "H", "O", "H", "H", "O"], "positions_angstrom": [[0.275, 0.766, -2.496], [-0.851, 0.919, -1.445], [-2.236, 0.307, -1.711], [-2.535, -1.227, -1.284], [-3.137, -1.345, 0.162], [-4.324, -1.866, 0.490], [-2.311, -1.176, 1.073], [-0.276, 0.439, -0.145], [1.100, 0.292, -1.981], [0.581, 1.755, -2.864], [0.038, 0.291, -3.477], [-0.972, 1.983, -1.195], [-2.844, 0.742, -0.847], [-2.533, 0.590, -2.715], [-3.302, -1.594, -2.006], [-1.521, -1.673, -1.237], [-4.363, -2.221, 1.434], [-5.103, -2.116, -0.091], [-1.075, 0.115, 0.419], [0.422, -0.323, -0.223], [0.375, 1.076, 0.353], [-0.247, -5.207, -0.998], [-1.005, -3.871, -1.082], [-0.136, -4.255, -0.932], [3.664, -1.669, 1.904], [3.968, -2.981, 1.489], [3.731, -2.142, 1.055], [2.161, -1.870, 0.687], [0.865, -2.631, 0.312], [1.178, -1.755, 0.579], [4.978, 0.309, 2.560], [5.816, -0.141, 1.251], [5.533, -0.351, 2.138], [1.406, 3.507, 0.696], [2.061, 2.724, -0.503], [1.239, 2.842, 0.021], [-1.543, 3.780, 4.538], [-1.329, 2.910, 3.243], [-1.950, 3.484, 3.720], [-3.740, 3.082, -0.989], [-3.763, 2.511, 0.513], [-3.707, 2.307, -0.423], [-2.452, 1.253, 2.046], [-1.882, -0.137, 2.585], [-1.783, 0.820, 2.575], [3.681, 1.216, -1.621], [3.974, 2.692, -1.936], [3.430, 2.115, -1.386], [1.537, -1.968, -3.204], [0.233, -2.863, -3.709], [0.593, -2.055, -3.348], [2.750, 0.835, 3.468], [2.300, 0.778, 1.974], [3.032, 0.998, 2.563]], "charge": 1, "lumo_energy_ev": -2.33, "relative_energy_ev": 3.082, "energy_ev": -33297.4830}

=====

Computed M, in the same sequence as the records: 283.34 315.41 299.34 315.34 g/mol.